The molecule C4H7FN2 at a distorted geometry, computed with ωB97M-V with the def2-TZVPD basis set.

DFT total energy in eV: -9955.8119
ΔE to the lowest compared entry with this formula, charge and spin in kJ/mol: 286.6
Orbital gap in Eh: 0.3517
LUMO energy in hartree: 0.0180
SMILES: [H]/N=C(\CF)NC=C
HOMO level in eV: -9.081

The geometry in ORCA input format:
```
! wB97M-V def2-TZVPD RIJCOSX def2/J DEFGRID3
* xyz 0 1
H 3.75089 0.77068 0.24122
F -2.54494 0.32541 0.08514
N -0.25334 1.37109 -0.01736
H 2.62572 -1.53690 0.23267
H -1.30025 1.43768 -0.16631
C -1.65772 -0.68592 0.00506
H -1.87886 -1.54807 -0.61322
H -1.77062 -1.15702 1.11449
C 2.01699 -0.59199 0.12693
C -0.31959 0.02725 -0.08737
H 0.30381 -1.81850 0.41132
C 2.66246 0.61200 0.10188
H 2.19701 1.45295 -0.39942
N 0.64818 -0.89932 -0.33492
*
```